Record 1
{
  "formula": "C49H62BClINO16S2",
  "method": "ωB97M-V/def2-TZVPD",
  "total_charge": 0,
  "gap_ev": 7.726,
  "multiplicity": 1,
  "smiles": "CCc1c(I)c(Cl)c2c(c1B(C)O)C(=O)c1ccc(CCCSC(=S)N3CCOCC3)c(CCOC(C)=O)c1C2=O.O=C1CCCO1.O=C1CCCO1.O=C1CCCO1.O=C1CCCO1.O=C1CCCO1",
  "symbols": ["C", "C", "C", "C", "I", "C", "Cl", "C", "C", "C", "B", "C", "O", "C", "O", "C", "C", "C", "C", "C", "C", "C", "S", "C", "S", "N", "C", "C", "O", "C", "C", "C", "C", "C", "O", "C", "C", "O", "C", "C", "O", "H", "H", "H", "H", "H", "H", "H", "H", "H", "H", "H", "H", "H", "H", "H", "H", "H", "H", "H", "H", "H", "H", "H", "H", "H", "H", "H", "H", "H", "H", "H", "H", "O", "C", "C", "C", "C", "O", "H", "H", "H", "H", "H", "H", "O", "C", "C", "C", "C", "O", "H", "H", "H", "H", "H", "H", "O", "C", "C", "C", "C", "O", "H", "H", "H", "H", "H", "H", "O", "C", "C", "C", "C", "O", "H", "H", "H", "H", "H", "H", "O", "C", "C", "C", "C", "O", "H", "H", "H", "H", "H", "H"],
  "positions_angstrom": [[8.287, -0.889, 3.039], [7.293, 0.269, 3.377], [6.022, 0.272, 2.556], [5.129, -0.776, 2.732], [5.477, -2.345, 4.123], [3.941, -0.846, 2.019], [2.822, -2.158, 2.248], [3.630, 0.162, 1.137], [4.501, 1.222, 0.974], [5.700, 1.295, 1.659], [6.721, 2.517, 1.455], [7.183, 3.456, 2.653], [7.251, 2.807, 0.239], [4.019, 2.286, 0.007], [4.727, 2.832, -0.815], [2.545, 2.589, 0.121], [2.041, 3.861, 0.067], [0.690, 4.040, 0.189], [-0.213, 3.013, 0.327], [-1.695, 3.288, 0.456], [-2.071, 4.277, 1.576], [-3.599, 4.572, 1.428], [-4.500, 4.328, 2.989], [-6.051, 3.550, 2.488], [-7.028, 4.361, 1.458], [-6.309, 2.323, 3.059], [-7.651, 1.805, 2.764], [-7.660, 0.345, 3.256], [-6.989, -0.427, 2.269], [-5.751, 0.144, 1.888], [-5.265, 1.304, 2.782], [0.304, 1.707, 0.362], [-0.645, 0.517, 0.494], [-1.570, 0.387, -0.743], [-1.111, -0.551, -1.713], [-1.375, -1.859, -1.381], [-2.707, -2.302, -0.795], [-0.515, -2.684, -1.611], [1.668, 1.528, 0.280], [2.322, 0.164, 0.353], [1.870, -0.834, -0.167], [7.793, -1.590, 2.363], [9.255, -0.542, 2.676], [8.485, -1.454, 3.956], [6.992, 0.137, 4.424], [7.848, 1.206, 3.341], [6.985, 2.997, 3.625], [8.279, 3.537, 2.582], [6.760, 4.462, 2.574], [6.998, 2.151, -0.420], [2.734, 4.686, -0.072], [0.290, 5.054, 0.156], [-2.288, 2.387, 0.622], [-2.034, 3.718, -0.499], [-1.578, 5.246, 1.458], [-1.867, 3.856, 2.564], [-3.764, 5.556, 0.984], [-4.013, 3.842, 0.722], [-8.380, 2.397, 3.324], [-7.890, 1.762, 1.697], [-7.221, 0.246, 4.259], [-8.682, -0.040, 3.308], [-4.985, -0.642, 1.966], [-5.737, 0.464, 0.834], [-4.991, 0.864, 3.750], [-4.363, 1.735, 2.347], [-0.122, -0.404, 0.747], [-1.279, 0.762, 1.359], [-1.566, 1.359, -1.244], [-2.605, 0.228, -0.419], [-2.969, -1.683, 0.068], [-3.510, -2.158, -1.532], [-2.653, -3.355, -0.529], [-4.790, -1.493, -3.688], [-4.064, -1.360, -4.633], [-2.772, -0.572, -4.672], [-2.520, -0.434, -6.169], [-3.181, -1.685, -6.719], [-4.289, -1.951, -5.828], [-1.991, -1.153, -4.178], [-2.890, 0.393, -4.188], [-1.468, -0.351, -6.435], [-3.032, 0.454, -6.546], [-2.516, -2.546, -6.702], [-3.555, -1.542, -7.731], [-7.208, -4.700, -10.230], [-7.218, -4.128, -9.180], [-7.533, -4.727, -7.823], [-7.777, -3.487, -6.969], [-6.896, -2.454, -7.650], [-6.896, -2.817, -9.045], [-6.667, -5.296, -7.481], [-8.409, -5.366, -7.877], [-7.543, -3.621, -5.914], [-8.825, -3.191, -7.045], [-5.872, -2.481, -7.283], [-7.285, -1.444, -7.539], [-2.148, -5.741, -7.227], [-1.483, -5.449, -6.279], [-0.631, -6.381, -5.441], [-0.366, -5.545, -4.193], [-0.411, -4.129, -4.740], [-1.361, -4.174, -5.823], [0.287, -6.606, -5.987], [-1.170, -7.297, -5.214], [0.571, -5.780, -3.692], [-1.175, -5.691, -3.476], [0.554, -3.805, -5.136], [-0.744, -3.412, -3.994], [2.996, -3.432, 6.323], [2.480, -4.466, 6.017], [2.621, -5.193, 4.694], [1.466, -6.186, 4.746], [1.318, -6.425, 6.240], [1.696, -5.184, 6.860], [3.591, -5.694, 4.669], [2.532, -4.502, 3.861], [1.640, -7.100, 4.180], [0.561, -5.717, 4.355], [1.984, -7.211, 6.604], [0.296, -6.672, 6.522], [6.442, 7.130, 6.607], [7.208, 7.272, 5.703], [8.510, 8.049, 5.729], [8.824, 8.207, 4.245], [8.174, 6.969, 3.649], [7.034, 6.702, 4.483], [9.264, 7.454, 6.246], [8.379, 9.007, 6.224], [9.887, 8.284, 4.022], [8.334, 9.104, 3.861], [8.834, 6.098, 3.675], [7.844, 7.128, 2.624]],
  "atomic_forces_ev_per_a": [[-0.509, -0.018, 0.522], [0.602, -0.350, 0.312], [0.404, -0.030, 0.417], [-0.167, -1.042, 0.500], [-0.002, 0.495, -0.156], [-0.192, -0.548, 0.089], [0.142, 0.238, -0.011], [-1.159, -0.088, -0.499], [-0.360, 0.565, -0.723], [0.971, 0.575, -0.225], [0.000, 0.398, 0.371], [0.313, -0.622, -0.250], [0.245, -0.537, 0.263], [0.043, 0.126, -0.113], [-0.391, -0.197, 0.536], [0.558, -0.370, 0.079], [0.956, 0.362, -0.282], [-0.846, 1.430, -0.112], [-0.049, -1.026, 0.339], [0.226, 0.665, 0.000], [-1.002, 0.315, -0.339], [0.055, -0.512, -0.409], [0.112, -0.486, 0.405], [0.268, 0.700, -0.354], [-0.089, -0.082, 0.118], [0.243, 0.627, -1.751], [-0.203, -1.147, 1.314], [-0.483, 0.527, -0.499], [0.229, -0.055, 0.289], [0.769, 0.226, -0.128], [-0.082, -1.059, 1.120], [-0.749, -0.708, -0.099], [-0.307, 0.704, 0.324], [0.186, 0.972, 0.158], [-0.805, -0.670, 0.924], [1.232, -1.357, -0.253], [-0.119, 0.964, -0.180], [-0.754, 0.711, -0.207], [0.787, -1.057, 0.049], [-0.056, -0.179, -0.085], [0.307, 0.691, 0.285], [0.475, 0.067, -0.187], [-0.286, 0.046, -0.312], [0.055, 0.047, -0.188], [0.009, 0.153, -0.156], [-0.317, -0.048, -0.208], [-0.311, 0.480, -0.028], [-0.196, 0.211, -0.051], [-0.013, -0.144, 0.152], [-0.190, 0.324, -0.199], [-0.233, 0.034, 0.007], [0.155, -0.090, 0.020], [0.201, 0.047, -0.079], [-0.044, -0.100, 0.153], [0.342, -0.331, 0.189], [0.180, 0.108, -0.143], [-0.124, -0.046, 0.287], [-0.118, 0.205, 0.145], [0.051, 0.073, -0.324], [0.040, 0.397, 0.108], [0.084, -0.009, -0.189], [0.138, 0.055, -0.088], [-0.086, 0.147, -0.010], [-0.495, -0.056, 0.143], [0.173, 0.138, -0.193], [-0.208, 0.105, 0.077], [-0.102, 0.048, -0.290], [0.005, -0.255, -0.142], [-0.037, -0.272, -0.169], [0.141, -0.311, -0.266], [-0.042, -0.349, 0.017], [0.191, 0.051, 0.041], [0.166, 0.152, 0.030], [-0.168, -0.108, -0.110], [0.164, -0.097, 0.334], [-0.053, 0.200, -0.570], [0.083, 0.159, 0.050], [0.242, -0.005, -0.368], [0.132, 0.223, 0.240], [-0.020, 0.063, 0.098], [0.026, -0.156, 0.290], [-0.016, -0.095, -0.021], [0.019, -0.013, -0.004], [-0.101, 0.045, 0.009], [-0.223, -0.111, 0.088], [-0.030, 0.231, -0.132], [0.173, -0.414, -0.009], [-0.280, 0.470, 0.231], [-0.073, -0.160, 0.169], [0.018, 0.092, 0.161], [-0.123, -0.031, -0.023], [-0.021, -0.069, -0.078], [0.170, -0.201, -0.137], [0.083, 0.063, -0.028], [0.022, 0.017, 0.003], [-0.103, -0.051, -0.034], [0.056, 0.027, -0.213], [-0.169, 0.271, 0.017], [0.167, -0.384, -0.302], [-0.090, 0.294, 0.550], [0.081, -0.201, 0.054], [0.140, 0.095, 0.281], [0.034, -0.170, 0.053], [-0.065, -0.068, -0.073], [0.048, -0.085, -0.283], [0.010, 0.087, -0.018], [0.028, 0.053, 0.013], [-0.022, -0.021, -0.040], [-0.053, 0.070, -0.116], [-0.193, -0.014, 0.258], [0.417, 0.079, -0.139], [-0.567, -0.221, -0.018], [0.066, -0.064, -0.194], [-0.106, -0.178, -0.068], [-0.028, 0.061, -0.067], [0.046, 0.101, -0.031], [0.300, 0.099, 0.054], [0.003, -0.023, 0.072], [0.000, -0.023, 0.024], [0.018, 0.025, -0.005], [0.038, 0.116, 0.167], [-0.197, -0.074, -0.172], [0.163, -0.058, 0.420], [-0.017, 0.213, -0.564], [0.171, 0.119, 0.068], [0.152, 0.053, -0.148], [-0.028, 0.078, 0.001], [-0.052, 0.029, 0.098], [-0.005, -0.148, 0.256], [-0.019, -0.072, -0.031], [0.005, -0.028, -0.020], [-0.014, 0.002, 0.022], [-0.162, -0.125, 0.052]]
}


Record 2
{
  "formula": "C49H62GeN3ReS2Si3",
  "method": "ωB97M-V/def2-TZVPD",
  "total_charge": -1,
  "gap_ev": [6.788, 6.505],
  "multiplicity": 2,
  "symbols": ["Re", "C", "N", "C", "C", "N", "C", "C", "C", "C", "C", "C", "C", "S", "C", "C", "C", "C", "C", "C", "S", "H", "H", "H", "H", "H", "H", "H", "H", "H", "H", "H", "H", "H", "H", "H", "H", "H", "H", "C", "Si", "C", "C", "C", "Si", "C", "C", "C", "Si", "C", "C", "C", "C", "C", "C", "C", "N", "H", "H", "H", "H", "H", "H", "H", "H", "H", "H", "H", "H", "H", "H", "H", "H", "H", "H", "H", "H", "H", "H", "H", "H", "H", "H", "H", "H", "C", "Ge", "C", "C", "C", "C", "C", "C", "C", "C", "C", "C", "C", "C", "C", "C", "C", "C", "C", "C", "H", "H", "H", "H", "H", "H", "H", "H", "H", "H", "H", "H", "H", "H", "H", "H"],
  "positions_angstrom": [[0.536, -0.378, 0.128], [-0.728, -0.421, 3.705], [0.590, -0.675, 3.137], [0.927, -2.085, 3.257], [2.184, -2.431, 2.465], [1.887, -2.853, 1.093], [3.131, -3.219, 0.427], [1.002, -3.995, 1.104], [1.470, -5.251, 1.468], [0.648, -6.362, 1.463], [-0.685, -6.210, 1.115], [-1.175, -4.967, 0.786], [-0.349, -3.836, 0.761], [-1.102, -2.316, 0.353], [1.551, 0.191, 3.771], [1.865, 0.024, 5.113], [2.724, 0.877, 5.779], [3.293, 1.933, 5.085], [3.001, 2.109, 3.752], [2.127, 1.256, 3.060], [1.846, 1.631, 1.384], [-0.862, -0.895, 4.688], [-1.490, -0.793, 3.021], [-0.857, 0.649, 3.831], [0.075, -2.658, 2.878], [1.082, -2.382, 4.311], [2.734, -3.234, 2.991], [2.839, -1.554, 2.421], [3.800, -3.820, 1.063], [3.666, -2.321, 0.146], [2.905, -3.788, -0.472], [2.500, -5.374, 1.770], [1.038, -7.332, 1.736], [-1.344, -7.065, 1.111], [-2.216, -4.830, 0.536], [1.419, -0.794, 5.664], [2.936, 0.725, 6.828], [3.955, 2.623, 5.592], [3.445, 2.926, 3.205], [-1.965, -0.628, -2.831], [-0.225, -1.320, -3.170], [0.016, -1.374, -5.071], [-0.283, -3.190, -2.727], [1.103, -0.280, -2.265], [1.030, 1.598, -2.684], [2.646, 2.527, -2.232], [0.717, 2.040, -4.526], [-0.321, 2.571, -1.756], [2.794, -0.979, -2.743], [2.976, -2.862, -3.086], [3.568, -0.291, -4.365], [4.102, -0.536, -1.428], [5.462, -0.516, -1.725], [6.382, -0.157, -0.759], [5.913, 0.195, 0.495], [4.545, 0.142, 0.712], [3.666, -0.220, -0.209], [-2.747, -1.320, -3.132], [-2.142, 0.317, -3.336], [-2.058, -0.463, -1.759], [-0.764, -1.971, -5.533], [0.968, -1.823, -5.333], [-0.013, -0.390, -5.520], [0.155, -3.802, -3.511], [-1.305, -3.525, -2.577], [0.249, -3.405, -1.807], [3.089, 2.090, -1.345], [2.441, 3.568, -2.006], [3.387, 2.504, -3.024], [1.433, 1.553, -5.179], [0.807, 3.111, -4.683], [-0.279, 1.744, -4.837], [-0.022, 2.649, -0.716], [-1.276, 2.061, -1.802], [-0.463, 3.577, -2.139], [2.587, -3.088, -4.074], [2.439, -3.488, -2.386], [4.023, -3.159, -3.062], [2.862, -0.354, -5.185], [4.451, -0.851, -4.664], [3.855, 0.748, -4.259], [5.789, -0.777, -2.719], [7.444, -0.139, -0.975], [6.582, 0.501, 1.288], [4.140, 0.427, 1.673], [-0.917, 0.763, 0.813], [-2.723, 1.524, 0.488], [-2.484, 3.519, 0.659], [-1.302, 4.080, 1.129], [-1.160, 5.453, 1.241], [-2.201, 6.291, 0.882], [-3.394, 5.747, 0.437], [-3.532, 4.374, 0.337], [-3.966, 1.234, 2.046], [-5.277, 0.802, 1.905], [-6.103, 0.647, 3.005], [-5.636, 0.930, 4.275], [-4.341, 1.398, 4.430], [-3.525, 1.554, 3.325], [-3.892, 1.263, -1.111], [-4.639, 0.102, -1.268], [-5.512, -0.040, -2.331], [-5.641, 0.969, -3.271], [-4.872, 2.114, -3.148], [-4.006, 2.253, -2.078], [-0.661, 1.360, 1.699], [-0.471, 3.444, 1.404], [-0.230, 5.868, 1.605], [-2.088, 7.364, 0.960], [-4.217, 6.397, 0.168], [-4.474, 3.954, 0.002], [-5.670, 0.592, 0.920], [-7.118, 0.297, 2.871], [-6.274, 0.789, 5.137], [-3.970, 1.638, 5.418], [-2.527, 1.948, 3.454], [-4.526, -0.705, -0.556], [-6.089, -0.949, -2.433], [-6.336, 0.859, -4.093], [-4.945, 2.898, -3.892], [-3.407, 3.149, -1.987]],
  "atomic_forces_ev_per_a": [[-0.504, 0.573, 2.032], [-0.277, -0.007, -0.132], [0.060, 0.000, -0.241], [0.251, -0.254, -0.001], [-0.098, 0.065, 0.301], [-0.053, -0.167, -0.077], [0.363, 0.085, -0.206], [-0.511, 0.041, -0.143], [0.119, -0.110, 0.089], [-0.024, -0.044, 0.036], [-0.059, -0.149, 0.076], [0.060, 0.177, -0.058], [0.315, -0.021, -0.101], [0.346, 1.306, -0.169], [0.364, 0.291, -0.131], [-0.030, -0.139, 0.160], [0.013, -0.040, 0.155], [0.011, 0.039, 0.143], [0.034, 0.014, 0.036], [-0.116, -0.233, -0.180], [-0.474, -0.322, -0.836], [0.080, -0.024, 0.024], [-0.102, -0.069, -0.017], [-0.031, 0.021, -0.024], [0.125, 0.083, 0.154], [-0.106, 0.089, -0.151], [-0.054, 0.083, -0.106], [-0.005, -0.099, -0.010], [-0.125, -0.026, 0.008], [0.038, -0.128, 0.078], [0.051, 0.009, 0.064], [0.119, 0.044, -0.034], [0.049, -0.041, 0.013], [-0.085, -0.090, -0.009], [-0.125, -0.038, -0.072], [-0.074, -0.054, 0.011], [0.019, -0.025, 0.050], [0.061, 0.023, -0.015], [0.059, 0.129, -0.115], [0.823, -0.191, -0.082], [-0.462, -0.116, 0.097], [0.045, 0.222, 0.552], [0.364, 0.505, -0.026], [-0.449, -0.045, 0.598], [-0.052, 0.488, 0.064], [-0.403, -0.576, -0.099], [0.146, -0.436, 0.520], [0.516, -0.512, -0.211], [0.176, -0.025, -0.292], [-0.391, 0.509, 0.326], [-0.429, -0.002, 0.508], [-0.094, -0.063, -0.419], [0.129, -0.015, -0.124], [0.108, 0.046, 0.075], [-0.023, -0.096, -0.066], [0.234, 0.146, 0.366], [-0.247, 0.002, -0.113], [-0.053, -0.170, -0.083], [-0.037, 0.239, -0.086], [0.034, -0.028, 0.002], [-0.234, -0.198, -0.006], [0.258, -0.161, -0.063], [-0.008, 0.288, -0.130], [0.115, -0.036, -0.234], [-0.234, 0.088, 0.030], [0.074, -0.066, 0.138], [0.149, -0.057, 0.296], [-0.203, 0.218, 0.008], [0.154, -0.055, -0.206], [0.158, -0.141, -0.218], [0.039, 0.239, 0.153], [-0.258, -0.079, -0.084], [-0.029, 0.030, 0.116], [-0.204, -0.171, 0.001], [0.135, 0.211, -0.272], [-0.076, -0.017, -0.246], [-0.125, -0.116, 0.103], [0.211, 0.133, 0.009], [-0.225, -0.037, -0.204], [0.139, -0.195, 0.093], [0.071, 0.283, 0.001], [0.082, -0.032, -0.167], [-0.011, -0.004, -0.040], [-0.017, 0.001, 0.023], [-0.049, -0.031, 0.091], [-0.029, -0.528, -1.570], [-0.295, 0.413, 0.217], [0.026, -0.697, -0.102], [0.032, -0.162, 0.009], [0.096, 0.098, 0.081], [-0.007, 0.138, 0.033], [-0.110, 0.151, -0.019], [-0.185, -0.175, -0.002], [0.389, -0.020, -0.514], [-0.012, -0.056, -0.213], [-0.213, -0.068, 0.103], [-0.062, -0.050, 0.072], [0.034, 0.023, 0.188], [0.174, 0.053, -0.020], [0.516, 0.035, 0.489], [-0.025, 0.003, 0.121], [-0.116, -0.180, -0.042], [-0.057, -0.007, -0.051], [-0.058, 0.052, -0.193], [0.076, 0.151, 0.110], [0.216, -0.267, 0.008], [0.142, -0.022, -0.013], [0.067, 0.017, 0.012], [0.009, 0.069, -0.003], [-0.053, 0.016, -0.010], [-0.038, 0.064, -0.011], [-0.057, -0.043, -0.009], [-0.075, -0.013, -0.025], [-0.027, 0.025, 0.027], [0.043, 0.039, 0.043], [0.091, 0.048, 0.074], [-0.022, -0.121, 0.029], [-0.043, -0.066, -0.009], [0.015, -0.004, -0.050], [0.002, 0.027, 0.005], [0.024, 0.083, -0.069]]
}


multiplicity of number 1 (C49H62BClINO16S2)? 1


multiplicity of number 1 (C49H62BClINO16S2)? 1